(w)
43
Properties=species:S:1:pos:R:3 method="wB97M-V/def2-TZVPD" smiles="COc1cc(SC)ccc1C(=O)NCCCOC(C)C" spin_multiplicity=1 lumo_ev=0.605 charge=0 homo_lumo_gap_ev=8.815 homo_ev=-8.210
C -2.7204 -3.4081 0.3373
H -3.2085 -3.2915 1.3089
O -1.9567 -2.2714 0.0029
C -2.5748 -1.0546 -0.0861
C -3.9423 -0.9041 0.0809
C -4.5490 0.3466 -0.0033
C -3.7789 1.4729 -0.2469
C -2.4173 1.3200 -0.4060
C -1.7843 0.0829 -0.3431
C -0.3022 0.1152 -0.5329
O 0.3158 1.1648 -0.4488
N 0.2975 -1.0499 -0.8565
H -0.2313 -1.9032 -0.7789
C 1.7322 -1.1448 -0.9932
C 2.4288 -1.3487 0.3545
C 3.9531 -1.3295 0.1929
O 4.4508 -0.1443 -0.3641
C 4.4686 1.0023 0.4878
C 3.5787 2.0999 -0.0924
H 3.6455 2.9933 0.5231
H 2.5389 1.7855 -0.1367
H 3.9118 2.3392 -1.0991
C 5.9164 1.4813 0.6146
H 5.9722 2.3462 1.2700
H 6.5415 0.6888 1.0201
H 6.2966 1.7515 -0.3668
H 4.0999 0.7225 1.4847
H 4.2563 -2.1172 -0.5042
H 4.4239 -1.5293 1.1683
H 2.1307 -2.3019 0.7968
H 2.1193 -0.5462 1.0265
H 2.0913 -0.2114 -1.4326
H 1.9644 -1.9701 -1.6702
H -1.7914 2.1813 -0.5862
H -4.2154 2.4553 -0.3117
S -6.2975 0.3616 0.2224
C -6.7459 2.1114 0.0535
H -6.4819 2.4672 -0.9380
H -7.8227 2.1514 0.1855
H -6.2570 2.6955 0.8275
H -4.5766 -1.7529 0.2789
H -3.4713 -3.6265 -0.4277
H -2.0090 -4.2313 0.3884


(x)
43
Properties=species:S:1:pos:R:3 method="wB97M-V/def2-TZVPD" spin_multiplicity=1 lumo_ev=0.650 charge=0 homo_lumo_gap_ev=9.118 homo_ev=-8.468
C -0.6215 4.8094 1.5124
H -1.5817 4.9942 1.0200
O 0.2973 4.1941 0.6438
C -0.0113 2.9696 0.1286
C -1.1805 2.2729 0.4222
C -1.3740 1.0239 -0.1269
C -0.4408 0.4421 -0.9660
C 0.6924 1.1671 -1.3340
C 0.9183 2.4278 -0.7643
C 2.1591 3.1855 -1.1278
H 2.3488 3.0979 -2.1950
H 3.0188 2.7700 -0.6041
H 2.0528 4.2300 -0.8533
O 1.6495 0.7703 -2.2185
C 1.3244 -0.1550 -3.2263
H 1.3829 -1.1841 -2.8653
H 2.0708 -0.0092 -4.0086
H 0.3280 0.0288 -3.6375
S -0.7908 -1.2803 -1.4737
O -2.0190 -1.6076 -0.7548
N 0.5741 -1.9905 -0.6876
H 0.9040 -2.7440 -1.2795
C 0.5525 -2.4372 0.6987
C 0.1268 -1.3165 1.6403
C 0.2441 -1.7839 3.0878
C -0.6329 -3.0108 3.3200
C -0.2409 -4.1343 2.3652
C -0.3398 -3.6641 0.9177
H -0.0337 -4.4677 0.2408
H -1.3707 -3.3966 0.6817
H 0.7856 -4.4474 2.5757
H -0.8917 -4.9978 2.5172
H -0.5360 -3.3498 4.3537
H -1.6777 -2.7431 3.1494
H -0.0583 -0.9764 3.7575
H 1.2853 -2.0313 3.3102
H 0.7486 -0.4352 1.4687
H -0.9099 -1.0529 1.4346
H 1.5930 -2.7121 0.9336
H -2.2640 0.4576 0.1046
H -1.9303 2.6837 1.0778
H -0.1708 5.7618 1.7883
H -0.7843 4.2130 2.4158


Most stable to least stable, the ends of the list are (w) and (x).


(w)
12
Properties=species:S:1:pos:R:3 method="wB97M-V/def2-TZVPD" smiles="C=C.C=C" spin_multiplicity=1 lumo_ev=1.264 charge=0 homo_lumo_gap_ev=11.228 homo_ev=-9.963
C 1.6774 0.5891 -0.6010
C 1.5524 -0.0020 -1.7789
H 2.4285 0.2904 0.1247
H 1.0656 1.3798 -0.1833
H 2.2209 -0.8146 -2.0306
H 0.8362 0.3078 -2.5269
C -0.9681 -0.3671 1.0289
C -2.2613 -0.2546 1.3144
H -0.6379 -1.0450 0.2570
H -0.2601 0.2546 1.5578
H -3.0383 -0.6852 0.6949
H -2.6153 0.3467 2.1430


(x)
12
Properties=species:S:1:pos:R:3 method="wB97M-V/def2-TZVPD" smiles="C=C.C=C" spin_multiplicity=1 lumo_ev=1.047 charge=0 homo_lumo_gap_ev=10.520 homo_ev=-9.473
C -1.5316 -0.5937 -1.2644
C -0.9479 -1.3728 -0.2236
H -0.8864 0.1562 -1.8469
H -2.3389 -1.0422 -1.6929
H -0.1513 -0.9817 0.2743
H -1.2482 -2.4492 -0.2345
C 0.5872 1.1963 1.1307
C 1.7811 0.7132 0.5923
H -0.4158 1.1213 0.5125
H 0.5539 1.6667 2.1112
H 1.9447 0.6752 -0.5108
H 2.6532 0.9108 1.1522


(y)
12
Properties=species:S:1:pos:R:3 method="wB97M-V/def2-TZVPD" spin_multiplicity=1 lumo_ev=0.082 charge=0 homo_lumo_gap_ev=8.495 homo_ev=-8.413
C -2.2562 0.2898 0.0137
C -1.2762 0.0305 -0.8697
C 2.3607 0.3483 0.2490
C -0.6037 -0.7653 0.1268
H -3.2153 -0.2431 0.0873
H -1.2512 -0.0791 -1.9976
H 2.9844 0.7287 1.1307
H 2.9364 0.3790 -0.6223
H 1.3303 0.9434 0.3162
H -0.7578 -1.8272 0.1663
H 1.7962 -0.5549 0.3510
H -2.0476 0.7499 1.0486


Most stable to least stable, the ends of the list are (w) and (y).


(w)
12
Properties=species:S:1:pos:R:3 method="wB97M-V/def2-TZVPD" smiles="C=C.C=C" spin_multiplicity=1 lumo_ev=1.294 charge=0 homo_lumo_gap_ev=11.339 homo_ev=-10.045
C -3.8300 -4.7255 1.7727
C -4.2512 -4.0830 0.6614
H -2.9102 -5.3175 1.7029
H -4.3297 -4.6735 2.7467
H -3.5861 -4.0554 -0.2092
H -5.1987 -3.5360 0.5963
C 1.7994 -4.3094 -5.3693
C 2.1415 -4.4212 -4.1009
H 1.8810 -3.3877 -5.9567
H 1.3487 -5.1836 -5.8530
H 2.6252 -3.6142 -3.5388
H 1.9292 -5.3560 -3.5696


(x)
12
Properties=species:S:1:pos:R:3 method="wB97M-V/def2-TZVPD" spin_multiplicity=1 lumo_ev=-1.384 charge=0 homo_lumo_gap_ev=5.853 homo_ev=-7.237
C 0.5086 -1.2582 0.4116
C -0.0024 0.1493 0.2202
C -0.3136 0.6901 -1.0135
C 0.0691 1.0650 1.2385
H 0.4283 -1.5137 1.4626
H 0.0371 -2.0087 -0.2224
H 1.5559 -1.3318 0.1025
H -0.8770 0.0702 -1.9078
H -0.2077 1.7454 -1.2578
H -0.6244 1.8953 1.2164
H -1.3327 -0.6414 -2.3156
H 0.7588 1.1385 2.0654


(y)
12
Properties=species:S:1:pos:R:3 method="wB97M-V/def2-TZVPD" spin_multiplicity=1 lumo_ev="0.850 / 0.571" charge=0 homo_lumo_gap_ev="8.729 / 8.082" homo_ev="-7.879 / -7.511"
C -1.3443 0.1078 -0.6746
C -0.6223 -0.3545 0.5413
C 1.4547 0.3943 -0.2310
C 0.8525 -0.5172 0.7146
H -2.3577 -0.3185 -0.6993
H -0.7824 -0.1397 -1.5845
H -1.4857 1.2004 -0.6923
H -1.1842 -0.2192 1.4709
H 1.2156 1.4498 -0.2211
H 2.0319 0.0303 -1.0789
H 0.9665 -0.0965 1.7277
H 1.2555 -1.5369 0.7272


Most stable to least stable, the ends of the list are (w) and (x).


(w)
7
Properties=species:S:1:pos:R:3 method="wB97M-V/def2-TZVPD" smiles="O=N[N+](=O)[O-].F" spin_multiplicity=1 lumo_ev=-1.631 charge=0 homo_lumo_gap_ev=8.723 homo_ev=-10.354
N -0.8532 -1.0633 0.2292
N -0.8723 0.3886 0.8787
O -0.7850 -1.8305 1.1246
O -0.9480 -1.1995 -0.9379
O -1.5014 1.2646 0.3720
F 2.0677 1.0716 -0.6540
H 2.8921 1.3686 -1.0126


(x)
7
Properties=species:S:1:pos:R:3 method="wB97M-V/def2-TZVPD" spin_multiplicity=1 lumo_ev="-2.791 / -2.814" charge=0 homo_lumo_gap_ev="9.166 / 9.406" homo_ev="-11.957 / -12.220"
N -0.8975 -0.3675 -0.0691
N 0.3143 0.2793 -0.4714
O -0.9007 -1.0335 0.9317
O -1.8616 -0.0608 -0.7833
O 1.3299 -0.4595 -0.0573
F -0.0824 1.6695 0.8035
H 2.0979 -0.0274 -0.3542


Most stable to least stable, the ends of the list are (w) and (x).


(w)
10
Properties=species:S:1:pos:R:3 method="wB97M-V/def2-TZVPD" spin_multiplicity=1 lumo_ev="3.236 / 2.819" charge=-1 homo_lumo_gap_ev="7.720 / 6.286" homo_ev="-4.484 / -3.466"
C -1.8757 -0.6112 -1.6334
O 1.5228 1.7225 1.5098
O 2.9118 -0.1582 0.7203
O 1.3087 -0.5659 2.5612
P -0.5492 -0.1201 -0.3724
S 1.6653 0.2392 1.3715
H -2.0039 -1.6547 -1.7572
H -1.4173 -0.0525 -2.5418
H -1.0425 -0.0407 0.9131
H -0.5200 1.2417 -0.7712


(x)
10
Properties=species:S:1:pos:R:3 method="wB97M-V/def2-TZVPD" smiles="C=[PH2]S(=O)(=O)[O-]" spin_multiplicity=1 lumo_ev=4.109 charge=-1 homo_lumo_gap_ev=8.339 homo_ev=-4.229
C -0.0544 -0.7308 -0.8565
O -3.0136 -0.4622 -1.1339
O -3.2439 1.7315 -0.0291
O -3.2475 -0.3122 1.3513
P -0.6222 0.6047 -0.0493
S -2.8155 0.3552 0.1368
H -0.5870 -0.7373 -1.8190
H 0.9546 -0.7614 -0.8620
H -0.7998 2.1584 -0.2522
H 0.2558 0.7409 1.1247


Most stable to least stable, the ends of the list are (x) and (w).